C16H49BMnN2O9 as an isolated structure at a distorted geometry, computed with wB97M-V/def2-TZVPD.

```
! RIJCOSX wB97M-V def2-TZVPD def2/J DEFGRID3
* xyz 0 6
Mn 1.23 -0.73 -0.96
C 0.82 -4.22 1.14
C 2.12 -3.51 0.78
O 2.06 -2.37 0.00
H 0.90 -5.11 1.77
H 0.32 -4.57 0.23
H 0.14 -3.59 1.72
H 2.78 -4.25 0.32
H 2.56 -3.22 1.75
B 0.10 0.47 0.56
H -0.26 -0.61 0.68
H 1.22 0.43 0.69
H -0.22 0.74 -0.49
H -0.27 1.23 1.32
C -1.46 -0.62 -2.49
C -0.49 0.06 -3.47
O 0.48 0.78 -2.71
O -0.73 -1.51 -1.64
H -2.22 -1.26 -2.95
H -2.02 0.14 -1.94
H -1.17 0.66 -4.07
H 0.03 -0.78 -3.94
H 0.55 1.69 -3.01
H -1.09 -2.42 -1.69
C 0.21 4.10 -0.51
C 0.83 4.49 0.87
O 1.68 3.43 1.25
O -0.82 3.14 -0.43
H 1.04 3.79 -1.15
H -0.17 4.97 -1.05
H 0.02 4.69 1.57
H 1.49 5.34 0.71
H 1.29 2.56 1.36
H -0.42 2.24 -0.27
C -2.79 -4.13 -0.94
C -3.26 -2.81 -0.26
O -2.48 -2.45 0.87
O -1.82 -3.97 -1.97
H -3.77 -4.49 -1.27
H -2.35 -4.73 -0.15
H -4.27 -2.95 0.14
H -3.37 -1.98 -0.95
H -1.64 -2.02 0.65
H -1.35 -4.80 -2.05
C -0.70 2.16 4.49
C -2.09 1.61 4.25
C -2.98 2.77 3.77
O -3.03 3.88 4.65
C -4.15 4.72 4.47
N -2.03 0.57 3.18
H -0.01 1.37 4.82
H -0.72 2.89 5.30
H -0.29 2.59 3.58
H -2.60 1.19 5.11
H -3.95 2.41 3.44
H -2.45 3.15 2.88
H -4.42 4.85 3.42
H -3.89 5.68 4.90
H -5.03 4.24 4.92
H -1.19 0.00 3.28
H -1.83 1.01 2.29
C 5.09 0.34 -2.90
C 3.64 -0.07 -2.60
C 3.42 -1.58 -2.88
O 2.03 -1.86 -2.81
C 1.57 -3.01 -3.43
N 3.30 0.28 -1.21
H 5.70 0.17 -2.01
H 5.19 1.40 -3.14
H 5.39 0.06 -3.91
H 3.02 0.55 -3.25
H 4.02 -2.27 -2.28
H 3.73 -1.79 -3.91
H 2.10 -3.87 -3.00
H 1.71 -3.15 -4.51
H 0.54 -3.24 -3.17
H 4.01 -0.14 -0.62
H 3.49 1.27 -1.13
*
```

Output
orbital gap (spin up / spin down): 7.6 / 7.7 eV
HOMO (spin up / spin down): -7.536 / -7.614 eV

Atomic partial charges in e from the Löwdin method, atoms 1 to 4: 0.815, -0.104, -0.447, -0.347

---

A 7-piece molecular cluster, C16H49N11O7 overall at a distorted geometry, computed with wB97M-V/def2-TZVPD.

```
! RIJCOSX wB97M-V def2-TZVPD def2/J DEFGRID3
* xyz 0 1
C -0.01 -4.17 4.49
C 0.82 -3.03 5.08
C 2.14 -3.51 5.79
O 2.03 -4.38 6.93
C 1.25 -3.77 7.98
N 1.08 -2.02 4.04
H 0.48 -4.54 3.59
H -0.96 -3.70 4.21
H -0.22 -4.92 5.25
H 0.31 -2.47 5.87
H 2.70 -2.63 6.11
H 2.80 -3.94 5.04
H 1.54 -2.75 8.23
H 1.18 -4.32 8.92
H 0.19 -3.70 7.75
H 0.32 -1.79 3.41
H 1.82 -2.29 3.41
C -4.57 -5.46 -2.09
C -3.27 -5.78 -2.83
C -2.03 -5.95 -1.94
O -0.79 -5.81 -2.67
C 0.29 -6.27 -1.88
N -3.49 -7.13 -3.46
H -5.14 -6.35 -1.82
H -5.28 -4.85 -2.65
H -4.36 -4.90 -1.18
H -3.04 -4.96 -3.51
H -2.22 -6.87 -1.39
H -1.99 -5.35 -1.03
H 0.53 -5.63 -1.03
H 1.19 -6.32 -2.49
H 0.23 -7.30 -1.53
H -4.16 -6.91 -4.18
H -2.68 -7.45 -3.97
C 0.36 5.47 3.94
C 0.32 5.29 2.43
C -1.13 5.51 1.84
O -1.17 5.11 0.43
C -2.54 5.10 -0.03
N 1.09 6.32 1.88
H 0.07 6.46 4.30
H 1.37 5.32 4.32
H -0.27 4.70 4.38
H 0.69 4.30 2.20
H -1.60 6.48 1.93
H -1.88 4.87 2.29
H -2.99 4.24 0.46
H -2.69 5.05 -1.11
H -3.01 6.05 0.26
H 0.77 7.22 2.21
H 0.92 6.34 0.89
C -0.14 -0.30 -2.72
O -0.58 -0.71 -1.65
N 0.07 0.95 -2.98
N 0.30 -1.01 -3.72
H 0.32 1.22 -3.92
H -0.27 1.66 -2.34
H 0.86 -0.59 -4.44
H 0.11 -1.99 -3.53
C -4.31 1.05 3.99
O -5.31 1.54 4.41
N -4.19 0.27 2.90
N -3.20 1.18 4.63
H -3.26 0.03 2.58
H -5.05 0.27 2.37
H -2.30 0.85 4.30
H -3.22 1.40 5.62
C 4.28 5.81 -3.18
O 3.55 5.57 -4.12
N 4.31 5.07 -2.12
N 5.04 6.82 -2.98
H 4.71 5.44 -1.27
H 3.63 4.33 -2.22
H 5.08 7.55 -3.68
H 5.72 6.79 -2.23
C 3.33 1.46 -8.73
O 2.81 0.72 -7.93
N 3.76 2.64 -8.52
N 3.58 1.13 -9.94
H 3.60 3.20 -7.69
H 4.24 3.13 -9.25
H 4.21 1.71 -10.48
H 3.30 0.20 -10.21
*
```

Output
orbital gap: 9.5 eV
energy above the lowest of the compared OMol25 structures with the same formula, charge and spin: 5.320 eV
HOMO: -9.196 eV

Atomic partial charges in e from the Löwdin method, atoms 1 to 4: -0.058, -0.431, -0.188, -0.170

---

A 9-piece molecular cluster, C16H50N4O9 overall at a distorted geometry, computed with wB97M-V/def2-TZVPD.

```
! RIJCOSX wB97M-V def2-TZVPD def2/J DEFGRID3
* xyz 0 1
C 5.25 -3.48 19.34
O 5.68 -3.82 20.45
N 5.98 -2.76 18.43
N 3.91 -3.51 19.00
H 6.99 -2.71 18.51
H 5.54 -2.58 17.55
H 3.62 -3.48 18.02
H 3.36 -3.95 19.72
C 9.07 -0.33 19.50
O 9.75 0.19 18.64
N 7.70 -0.30 19.50
N 9.65 -0.94 20.60
H 7.31 0.01 18.64
H 7.06 -0.95 19.98
H 10.59 -1.28 20.40
H 9.08 -1.54 21.16
C 0.98 3.97 14.33
C 1.63 3.62 15.62
O 2.81 2.91 15.23
H 0.44 3.15 13.86
H 1.80 4.25 13.64
H 0.30 4.83 14.38
H 0.99 3.06 16.36
H 1.96 4.52 16.16
H 3.19 2.30 15.87
C 0.73 3.76 20.79
C 1.51 2.47 20.55
O 0.83 1.53 19.80
H -0.19 3.47 21.26
H 0.52 4.19 19.79
H 1.27 4.49 21.34
H 1.63 2.05 21.53
H 2.53 2.66 20.20
H 0.53 2.03 19.02
C 6.59 5.29 18.46
C 5.38 5.54 19.27
O 4.82 4.30 19.77
H 7.10 6.20 18.18
H 6.38 4.65 17.58
H 7.24 4.76 19.13
H 4.63 6.09 18.76
H 5.62 6.12 20.14
H 5.55 3.95 20.29
C 3.18 -2.71 14.16
C 2.88 -2.05 15.48
O 4.09 -2.23 16.26
H 2.20 -2.72 13.65
H 3.56 -3.70 14.38
H 3.92 -2.15 13.55
H 2.09 -2.57 15.98
H 2.71 -0.97 15.35
H 4.57 -1.47 16.62
C 5.03 0.73 13.18
C 6.01 1.83 13.56
O 6.18 1.74 15.06
H 5.59 -0.20 13.42
H 4.74 0.77 12.13
H 4.18 0.87 13.81
H 5.56 2.76 13.25
H 7.00 1.78 13.17
H 6.83 2.40 15.31
C 7.77 -2.22 15.03
C 8.58 -0.94 15.12
O 9.77 -1.06 15.91
H 8.52 -2.91 14.53
H 6.92 -2.17 14.44
H 7.53 -2.63 16.05
H 7.99 -0.10 15.46
H 8.94 -0.69 14.14
H 9.71 -0.55 16.77
C 3.42 0.13 18.14
C 4.79 0.68 17.98
O 5.62 -0.05 17.10
H 2.91 0.58 19.00
H 3.48 -0.92 18.50
H 2.83 0.30 17.19
H 5.28 0.77 18.99
H 4.68 1.72 17.63
H 5.93 0.55 16.36
*
```

Output
orbital gap: 10.0 eV
energy above the lowest of the compared OMol25 structures with the same formula, charge and spin: 1.739 eV
HOMO: -9.655 eV

Atomic partial charges in e from the Löwdin method, atoms 1 to 4: -0.644, -0.007, 0.160, 0.140

---

C16H51AgB2N3O6Rb as an isolated structure at a distorted geometry, computed with wB97M-V/def2-TZVPD.

```
! RIJCOSX wB97M-V def2-TZVPD def2/J DEFGRID3
* xyz 1 2
Rb 3.03 23.58 9.15
Ag 6.75 26.42 8.90
B 5.73 25.43 10.80
H 5.23 25.10 9.78
H 5.26 24.80 11.72
H 6.89 25.16 10.70
H 5.45 26.60 10.93
B 5.41 25.53 7.12
H 4.49 24.90 6.68
H 4.97 26.24 7.99
H 6.13 24.69 7.64
H 6.01 26.11 6.25
C 4.61 29.11 9.14
O 5.89 28.59 9.47
C 6.63 29.39 10.34
C 8.06 28.86 10.48
N 8.12 27.39 10.36
C 9.47 26.83 10.40
C 10.20 27.14 11.70
O 9.38 26.77 12.77
C 9.86 27.15 14.02
H 4.09 28.34 8.58
H 4.70 30.00 8.52
H 4.01 29.27 10.04
H 6.20 29.38 11.36
H 6.62 30.45 10.06
H 8.37 29.17 11.49
H 8.82 29.35 9.86
H 7.65 27.08 11.22
H 10.08 27.32 9.63
H 9.52 25.77 10.19
H 10.43 28.21 11.74
H 11.13 26.55 11.71
H 9.21 26.77 14.80
H 9.87 28.24 14.16
H 10.86 26.76 14.22
C 2.03 27.87 13.38
C 2.95 26.72 13.13
O 4.28 27.20 13.15
O 2.15 28.81 12.31
H 2.35 28.32 14.32
H 0.99 27.58 13.42
H 2.73 26.24 12.17
H 2.84 25.90 13.87
H 4.83 26.60 12.63
H 2.98 29.28 12.44
C 3.84 20.52 13.46
C 3.25 21.41 12.36
C 2.36 22.48 12.96
O 1.65 23.11 11.92
C 0.52 23.83 12.34
N 4.26 21.93 11.43
H 4.90 20.75 13.61
H 3.80 19.46 13.18
H 3.32 20.66 14.41
H 2.50 20.85 11.79
H 2.90 23.22 13.57
H 1.67 21.92 13.61
H 0.14 24.48 11.55
H 0.74 24.37 13.26
H -0.32 23.16 12.57
H 4.79 21.12 11.12
H 4.94 22.46 11.97
C 8.15 21.98 11.85
C 7.96 20.63 11.19
C 9.23 19.80 11.28
O 9.07 18.66 10.45
C 10.16 17.78 10.54
N 6.83 19.91 11.81
H 8.91 22.55 11.30
H 8.36 21.93 12.91
H 7.25 22.58 11.69
H 7.78 20.74 10.12
H 9.44 19.47 12.31
H 10.09 20.38 10.92
H 11.12 18.31 10.49
H 10.09 17.04 9.76
H 10.16 17.25 11.50
H 7.18 19.40 12.61
H 6.48 19.18 11.20
*
```

Output
orbital gap (spin up / spin down): 9.3 / 5.2 eV
HOMO (spin up / spin down): -11.530 / -11.529 eV

Atomic partial charges in e from the Löwdin method, atoms 1 to 4: 0.837, 0.985, -0.441, -0.099

---

C16H51AsF6N11O8 as an isolated structure at a distorted geometry, computed with wB97M-V/def2-TZVPD.

```
! RIJCOSX wB97M-V def2-TZVPD def2/J DEFGRID3
* xyz 0 2
As 0.55 -1.00 1.22
F 1.55 -2.47 1.39
F -0.84 -1.98 1.78
F -0.39 0.51 1.07
F 2.06 -0.24 0.55
F 0.10 -1.53 -0.45
F 0.97 -0.65 2.94
C 3.01 0.49 -2.84
O 3.10 1.40 -3.60
N 1.86 0.26 -2.28
N 3.99 -0.26 -2.57
H 1.84 -0.23 -1.39
H 1.06 0.81 -2.56
H 4.85 -0.09 -3.06
H 3.95 -0.91 -1.79
C 0.78 3.12 4.24
O 1.73 3.47 3.51
N 0.52 3.65 5.40
N -0.06 2.21 3.86
H 1.22 4.20 5.89
H -0.30 3.30 5.86
H -0.87 1.85 4.34
H 0.12 1.77 2.96
C 3.57 3.04 0.81
O 4.37 2.75 -0.01
N 2.72 2.25 1.27
N 3.39 4.20 1.30
H 2.75 1.30 0.94
H 2.24 2.55 2.11
H 3.90 5.01 0.97
H 2.71 4.32 2.04
C 6.13 -0.93 0.39
O 7.15 -1.57 -0.01
N 6.09 0.36 0.60
N 5.04 -1.64 0.57
H 5.23 0.79 0.93
H 6.95 0.88 0.67
H 4.40 -1.16 1.19
H 4.98 -2.63 0.38
C 0.93 -7.30 0.52
C 1.58 -5.93 0.36
C 0.82 -4.79 -0.40
O 0.33 -5.38 -1.60
C -0.65 -4.57 -2.20
N 1.71 -5.55 1.72
H -0.15 -7.16 0.61
H 1.34 -7.89 1.34
H 0.84 -7.91 -0.38
H 2.58 -6.06 -0.03
H 1.62 -4.09 -0.64
H -0.05 -4.40 0.13
H -0.43 -3.51 -2.34
H -1.54 -4.56 -1.57
H -0.94 -4.84 -3.21
H 2.01 -4.59 1.67
H 0.81 -5.46 2.16
C 0.74 6.59 -1.77
C -0.05 5.31 -2.04
C -1.33 5.23 -1.19
O -1.08 5.03 0.25
C -0.93 3.70 0.68
N -0.45 5.46 -3.42
H 1.34 6.95 -2.61
H 1.64 6.50 -1.16
H 0.19 7.50 -1.53
H 0.42 4.35 -1.81
H -2.06 4.48 -1.50
H -1.84 6.19 -1.19
H -0.75 3.71 1.76
H -0.16 3.20 0.10
H -1.79 3.10 0.40
H -1.17 6.15 -3.57
H 0.31 5.84 -3.96
C -8.25 -0.63 -1.40
C -6.85 -1.18 -1.72
C -5.69 -0.59 -0.89
O -4.56 -1.16 -1.48
C -3.27 -0.71 -0.83
N -6.90 -2.61 -1.49
H -8.65 -1.09 -0.50
H -8.92 -0.87 -2.23
H -8.12 0.45 -1.34
H -6.60 -1.07 -2.77
H -5.72 -0.76 0.19
H -5.65 0.50 -0.95
H -3.01 -1.25 0.08
H -3.29 0.37 -0.71
H -2.52 -0.97 -1.58
H -7.37 -2.83 -0.62
H -5.93 -2.89 -1.40
O -1.29 -5.18 2.60
H -1.56 -4.32 2.27
H -2.10 -5.70 2.57
*
```

Output
orbital gap (spin up / spin down): 7.7 / 2.3 eV
HOMO (spin up / spin down): -8.359 / -8.359 eV

Atomic partial charges in e from the Löwdin method, atoms 1 to 4: 0.949, -0.290, -0.286, -0.250